DFT (ωB97M-V/def2-TZVPD) results for the ion C9H20N5S with charge +1 at a distorted geometry.

Calculated values
ΔE to the lowest compared entry with this formula, charge and spin   0.0 kJ/mol
F_max   0.10213 Eh/bohr
Frontier orbital gap   9.144 eV
Total charge   +1
Lowest unoccupied orbital energy   -3.8 eV
HOMO energy   -0.4763 Eh

Positions of all 35 atoms, in Å:
1 C -0.5853 -2.7698 -1.7631
2 C 0.2559 -2.6994 -0.3435
3 C 0.2672 -1.2478 0.0571
4 N -0.8167 -0.5381 -0.0378
5 C -0.8003 0.7056 0.3726
6 C -2.0542 1.5229 0.3702
7 C -3.2627 0.9845 -0.5501
8 C -2.5220 1.7471 1.8357
9 N 0.2885 1.2530 0.7954
10 C 1.5911 0.6073 0.8129
11 N 2.1612 0.7821 2.0662
12 S 2.6444 1.5504 -0.3832
13 C 1.9945 0.8447 -1.9133
14 N 1.4669 -0.7633 0.4495
15 N 2.6415 -1.5430 0.4844
16 H -1.5171 -2.1539 -1.7125
17 H -0.9056 -3.7943 -1.8405
18 H 0.1488 -2.6402 -2.5789
19 H 1.3736 -3.0331 -0.6068
20 H -0.0103 -3.3874 0.4075
21 H -1.8482 2.5829 0.0136
22 H -3.6922 0.0893 -0.2841
23 H -2.9132 1.2004 -1.5948
24 H -3.9987 1.7152 -0.2497
25 H -2.6660 0.7497 2.3516
26 H -3.5643 2.0975 1.6367
27 H -1.8934 2.5072 2.3893
28 H 0.4575 2.1838 0.8676
29 H 3.1944 0.4508 1.9169
30 H 2.3631 1.6588 2.4577
31 H 2.4606 1.3546 -2.8396
32 H 0.8635 0.8815 -1.8970
33 H 2.4605 -0.1725 -1.9718
34 H 3.0995 -1.5783 1.4373
35 H 3.3175 -1.1482 -0.1555

=====

DFT (ωB97M-V/def2-TZVPD) results for a cluster of 3 separate species, C9H20O in total at a distorted geometry.

Calculated values
ΔE to the lowest compared entry with this formula, charge and spin   484.9 kJ/mol
F_max   0.02514 Eh/bohr
Frontier orbital gap (alpha / beta)   7.074 / 7.356 eV
Total charge   0
Lowest unoccupied orbital energy (alpha / beta)   0.7 / 0.7 eV
HOMO energy (alpha / beta)   -0.2350 / -0.2457 Eh

Positions of all 30 atoms, in Å:
1 C -0.3023 0.6716 -0.7389
2 C 0.8631 -0.9814 0.9648
3 C -1.2482 -0.1803 -0.2551
4 C 0.0420 1.9798 -0.1011
5 C 0.4437 0.3180 -1.9891
6 C 0.6769 -0.3238 2.3028
7 C 0.3341 -2.3898 0.9023
8 C 2.2611 -0.8537 0.4281
9 C -2.4818 1.3287 -1.8003
10 O -2.0301 -0.0288 0.8194
11 H -1.9021 0.8450 1.2103
12 H -1.4387 -1.1164 -0.7566
13 H -0.0836 2.7876 -0.8240
14 H 1.0864 1.9734 0.2187
15 H -0.5680 2.2215 0.7706
16 H 0.1922 1.0227 -2.7837
17 H 0.2041 -0.6867 -2.3367
18 H 1.5195 0.3792 -1.8219
19 H 1.2955 -0.8239 3.0704
20 H 0.9836 0.7259 2.2984
21 H -0.3564 -0.3850 2.6507
22 H -0.6915 -2.4627 1.2717
23 H 0.3639 -2.7956 -0.1136
24 H 0.9468 -3.0650 1.5269
25 H 2.5992 0.1851 0.3690
26 H 2.9756 -1.3743 1.0923
27 H 2.3712 -1.3069 -0.5596
28 H -3.0010 0.5045 -2.2801
29 H -3.0706 1.8332 -1.0399
30 H -1.9847 1.9978 -2.4959

=====

DFT (ωB97M-V/def2-TZVPD) results for the molecule C9H20O2 at a distorted geometry.

Calculated values
ΔE to the lowest compared entry with this formula, charge and spin   79.4 kJ/mol
F_max   0.03125 Eh/bohr
Frontier orbital gap   10.332 eV
Total charge   0
Lowest unoccupied orbital energy   0.9 eV
HOMO energy   -0.3448 Eh

Positions of all 31 atoms, in Å:
1 C 1.3558 2.7221 0.5389
2 C 1.7885 1.2134 0.6357
3 C 1.4685 0.5144 -0.7167
4 C 1.4341 -1.0480 -0.6790
5 C 2.8979 -1.5911 -0.6079
6 C 0.6143 -1.6728 0.4795
7 O -0.7886 -1.7242 0.2325
8 C -1.4048 -0.4615 0.4614
9 C -2.8792 -0.5751 0.8966
10 O -3.7815 -0.8507 -0.1486
11 C -3.8975 0.2414 -1.0471
12 H 0.2841 2.7885 0.2780
13 H 1.4309 3.1419 1.5575
14 H 1.9882 3.2525 -0.1847
15 H 2.8795 1.1800 0.7969
16 H 1.2357 0.8069 1.4945
17 H 2.2925 0.7883 -1.4069
18 H 0.5563 0.9325 -1.1755
19 H 0.9835 -1.3721 -1.6361
20 H 3.2035 -1.5837 0.4528
21 H 3.5534 -0.9562 -1.2243
22 H 2.9610 -2.6389 -0.9478
23 H 0.9171 -2.7358 0.5378
24 H 0.8322 -1.2443 1.4739
25 H -0.8270 0.0813 1.2383
26 H -1.2999 0.1306 -0.4705
27 H -2.9821 -1.3230 1.6991
28 H -3.1421 0.4006 1.3631
29 H -3.1218 0.1134 -1.8298
30 H -3.6609 1.2017 -0.5478
31 H -4.8914 0.2679 -1.5138

=====

DFT (ωB97M-V/def2-TZVPD) results for the molecule C9H20O5 at a distorted geometry.

Calculated values
ΔE to the lowest compared entry with this formula, charge and spin   107.1 kJ/mol
F_max   0.09322 Eh/bohr
Frontier orbital gap   10.280 eV
Total charge   0
Lowest unoccupied orbital energy   0.4 eV
HOMO energy   -0.3616 Eh

Positions of all 34 atoms, in Å:
1 O 1.7330 2.5143 -1.2650
2 C 0.3183 2.5384 -1.3941
3 C -0.5289 1.9699 -0.3242
4 C 0.0948 0.5362 -0.0986
5 C 1.4875 0.7299 0.6200
6 C 2.5650 -0.1160 0.0452
7 O 3.9201 -0.0311 0.6791
8 C -0.9022 -0.5984 0.1774
9 C -1.7799 -0.3327 1.4006
10 O -2.6203 -1.4554 1.6790
11 C -0.0636 -1.9708 0.2705
12 O -0.8740 -3.0462 0.4725
13 C -1.7056 -0.7967 -1.0628
14 O -2.6862 -1.7173 -0.7972
15 H 2.0584 2.6333 -0.2936
16 H 0.1995 3.6156 -1.7552
17 H 0.2644 1.8629 -2.3681
18 H -0.2646 2.4548 0.6300
19 H -1.5438 2.1078 -0.7619
20 H 0.2988 0.3664 -1.2006
21 H 1.3716 0.4482 1.7824
22 H 1.9103 1.7621 0.7248
23 H 2.7417 0.4188 -0.9367
24 H 2.1205 -1.1629 -0.0064
25 H 3.8869 -0.6127 1.4713
26 H -2.5418 0.5186 1.1119
27 H -1.2638 -0.0472 2.3455
28 H -3.0409 -1.5785 0.8014
29 H 0.5022 -2.3055 -0.6551
30 H 0.7771 -1.9690 0.9868
31 H -1.2790 -3.1075 1.4246
32 H -2.1236 0.1363 -1.6052
33 H -0.9519 -1.2863 -1.7146
34 H -2.0800 -2.4792 -0.3837

=====

DFT (ωB97M-V/def2-TZVPD) results for a structure of composition C9H21AlCl10O4P at a distorted geometry.

Calculated values
F_max   0.07687 Eh/bohr
Frontier orbital gap   7.298 eV
Total charge   -1
Lowest unoccupied orbital energy   2.0 eV
HOMO energy   -0.1941 Eh

Positions of all 46 atoms, in Å:
1 O 5.2507 0.9785 -1.1639
2 P 3.8477 0.4766 -1.1594
3 O 3.1780 0.7747 0.2778
4 O 2.9962 1.3589 -2.2268
5 C 3.7479 -1.2576 -1.5159
6 Al 2.0143 -2.3285 -1.1205
7 C 0.5689 -1.2629 -0.1824
8 C 0.1740 -0.0112 -0.9672
9 C -0.0447 -0.1917 -2.4835
10 O -1.1389 0.0625 -1.3974
11 H 3.0118 1.7258 0.3263
12 H 3.0989 0.9674 -3.1010
13 H 4.5688 -1.6802 -0.9380
14 H 3.9695 -1.3750 -2.5786
15 H 2.4762 -3.5210 -0.1079
16 H 1.4968 -3.0479 -2.4741
17 H 0.8608 -0.9427 0.8201
18 H -0.3599 -1.8402 -0.1726
19 H 0.6392 0.9274 -0.6785
20 H -0.5031 -1.0863 -2.8810
21 H -0.2592 0.6902 -3.0832
22 C 7.9720 1.7381 0.5085
23 Cl 9.2577 0.5482 0.7904
24 Cl 7.1461 2.1659 2.0129
25 H 8.4204 2.6348 0.0981
26 H 7.2438 1.3250 -0.1857
27 C -4.0686 -0.0352 0.0071
28 Cl -5.6165 0.0852 -0.8523
29 Cl -3.7497 -1.6788 0.5654
30 H -3.2634 0.2501 -0.6643
31 H -4.1039 0.6224 0.8679
32 C 1.2790 -1.5225 -6.0258
33 Cl -0.3931 -1.9430 -5.6487
34 Cl 2.1598 -0.8290 -4.6570
35 H 1.7959 -2.4244 -6.3307
36 H 1.2720 -0.7961 -6.8296
37 C -6.3566 -0.9046 3.5684
38 Cl -6.3774 -1.8967 5.0305
39 Cl -6.1742 0.8163 3.9464
40 H -5.5229 -1.2120 2.9487
41 H -7.2920 -1.0433 3.0404
42 C -6.7177 2.8292 6.8512
43 Cl -5.1382 2.5991 7.6065
44 Cl -7.3103 4.4858 7.0515
45 H -6.6313 2.6177 5.7940
46 H -7.4248 2.1512 7.3137

=====

DFT (ωB97M-V/def2-TZVPD) results for a structure of composition C9H21BiINO2P2 at a distorted geometry.

Calculated values
ΔE to the lowest compared entry with this formula, charge and spin   0.0 kJ/mol
F_max   0.08447 Eh/bohr
Frontier orbital gap   6.388 eV
Total charge   +2
Lowest unoccupied orbital energy   -8.6 eV
HOMO energy   -0.5500 Eh

Positions of all 37 atoms, in Å:
1 C -0.2021 -0.0173 -5.8550
2 I -0.7003 0.1049 -3.7494
3 H 0.8736 0.0840 -5.9504
4 H -0.7136 0.7874 -6.3847
5 H -0.5343 -0.9849 -6.2315
6 Bi 0.3917 -0.0076 -0.0945
7 P 0.1420 2.5526 -0.1690
8 C -1.4725 3.3013 -0.4884
9 C 0.8119 3.1898 1.3901
10 H 0.9689 4.2729 1.3231
11 H 1.4220 4.0730 -1.5287
12 H 1.7696 2.7068 1.6314
13 H 2.2540 2.5074 -1.3518
14 H -2.1654 3.0498 0.3235
15 H 0.1294 2.9686 2.2209
16 C 1.2759 2.9855 -1.5088
17 H -1.3625 4.3865 -0.5413
18 H 0.8928 2.6370 -2.4782
19 H -1.8902 2.9309 -1.4315
20 P 0.1777 -2.5563 0.2075
21 C -1.4291 -3.3579 0.0023
22 C 1.3241 -3.1604 -1.0552
23 H 1.8065 -2.4490 2.0070
24 H 1.0364 -4.0587 1.9150
25 H 0.1718 -2.6662 2.6320
26 C 0.8590 -2.9796 1.8341
27 H 2.2951 -2.6491 -0.9712
28 H 1.4863 -4.2375 -0.9156
29 H -1.3058 -4.4386 0.1060
30 H -1.8544 -3.1332 -0.9834
31 H 0.9367 -2.9704 -2.0651
32 H -2.1246 -2.9996 0.7706
33 C -2.0617 -0.0356 -0.3743
34 O -3.1913 -0.0572 -0.5355
35 O -0.0179 0.0132 4.5217
36 C -0.0072 0.0772 3.3255
37 N 0.0080 0.1304 2.1334

=====

DFT (ωB97M-V/def2-TZVPD) results for a structure of composition C9H21Cl2IrO3P2 at a distorted geometry.

Calculated values
Spin multiplicity   6
⟨S²⟩   8.781
ΔE to the lowest compared entry with this formula, charge and spin   236.2 kJ/mol
F_max   0.16244 Eh/bohr
Frontier orbital gap (alpha / beta)   7.032 / 4.904 eV
Total charge   +3
Lowest unoccupied orbital energy (alpha / beta)   -11.1 / -15.7 eV
HOMO energy (alpha / beta)   -0.6671 / -0.7554 Eh

Positions of all 38 atoms, in Å:
1 C 0.4561 -2.9047 -1.4183
2 C -0.5524 -1.9589 -0.8416
3 H -0.0817 -3.7205 -1.8929
4 H 1.0760 -3.2967 -0.6013
5 H 1.1151 -2.4126 -2.1339
6 O -1.6756 -2.2812 -0.5626
7 Cl 2.3067 -0.5613 -0.4533
8 Ir 0.0189 0.0886 -0.5097
9 P 0.1086 0.7143 -2.5798
10 C -1.5072 1.3302 -3.2272
11 C 1.2089 2.1865 -2.8488
12 H 1.6568 -0.7963 -3.6659
13 H 0.6308 0.0243 -4.8840
14 H -0.0464 -1.3084 -3.9027
15 C 0.6397 -0.4481 -3.8900
16 H 2.1032 2.0468 -2.2349
17 H 1.4907 2.2915 -3.9134
18 H -1.4370 1.6510 -4.2783
19 H -1.8335 2.1807 -2.6100
20 H 0.6785 3.0838 -2.5031
21 H -2.2522 0.5247 -3.1499
22 C -1.8020 0.4951 -0.2774
23 O -2.9254 0.7969 -0.1165
24 Cl 0.5789 2.3257 0.1224
25 C -0.8158 -0.5910 4.8755
26 P -0.2655 -0.1888 3.0647
27 C -0.5627 1.6139 3.3798
28 C 1.3589 -1.0337 3.3790
29 O -0.0773 -0.1657 1.5346
30 H -0.0749 -1.2585 5.3354
31 H -1.8302 -1.0516 4.9013
32 H -0.7932 0.3586 5.4352
33 H -0.3235 1.8588 4.4469
34 H 0.0908 2.1156 2.6531
35 H -1.6202 1.8042 3.1530
36 H 1.4016 -1.8743 2.6803
37 H 2.0912 -0.2606 3.1077
38 H 1.4652 -1.3782 4.4267

=====

What did the sixth record say?
DFT (ωB97M-V/def2-TZVPD) results for a structure of composition C9H21BiINO2P2 at a distorted geometry.

Calculated values
ΔE to the lowest compared entry with this formula, charge and spin   0.0 kJ/mol
F_max   0.08447 Eh/bohr
Frontier orbital gap   6.388 eV
Total charge   +2
Lowest unoccupied orbital energy   -8.6 eV
HOMO energy   -0.5500 Eh

Positions of all 37 atoms, in Å:
1 C -0.2021 -0.0173 -5.8550
2 I -0.7003 0.1049 -3.7494
3 H 0.8736 0.0840 -5.9504
4 H -0.7136 0.7874 -6.3847
5 H -0.5343 -0.9849 -6.2315
6 Bi 0.3917 -0.0076 -0.0945
7 P 0.1420 2.5526 -0.1690
8 C -1.4725 3.3013 -0.4884
9 C 0.8119 3.1898 1.3901
10 H 0.9689 4.2729 1.3231
11 H 1.4220 4.0730 -1.5287
12 H 1.7696 2.7068 1.6314
13 H 2.2540 2.5074 -1.3518
14 H -2.1654 3.0498 0.3235
15 H 0.1294 2.9686 2.2209
16 C 1.2759 2.9855 -1.5088
17 H -1.3625 4.3865 -0.5413
18 H 0.8928 2.6370 -2.4782
19 H -1.8902 2.9309 -1.4315
20 P 0.1777 -2.5563 0.2075
21 C -1.4291 -3.3579 0.0023
22 C 1.3241 -3.1604 -1.0552
23 H 1.8065 -2.4490 2.0070
24 H 1.0364 -4.0587 1.9150
25 H 0.1718 -2.6662 2.6320
26 C 0.8590 -2.9796 1.8341
27 H 2.2951 -2.6491 -0.9712
28 H 1.4863 -4.2375 -0.9156
29 H -1.3058 -4.4386 0.1060
30 H -1.8544 -3.1332 -0.9834
31 H 0.9367 -2.9704 -2.0651
32 H -2.1246 -2.9996 0.7706
33 C -2.0617 -0.0356 -0.3743
34 O -3.1913 -0.0572 -0.5355
35 O -0.0179 0.0132 4.5217
36 C -0.0072 0.0772 3.3255
37 N 0.0080 0.1304 2.1334